Entry 1:
{"formula": "C18H37O14S3", "method": "ωB97M-V/def2-TZVPD", "charge": -1, "orbital_gap_ev": 6.9, "species": ["S", "S", "S", "O", "O", "O", "O", "O", "O", "O", "O", "O", "O", "O", "O", "O", "O", "C", "C", "C", "C", "C", "C", "C", "C", "C", "C", "C", "C", "C", "C", "C", "C", "C", "C", "H", "H", "H", "H", "H", "H", "H", "H", "H", "H", "H", "H", "H", "H", "H", "H", "H", "H", "H", "H", "H", "H", "H", "H", "H", "H", "H", "H", "H", "H", "H", "H", "H", "H", "H", "H", "H"], "xyz": [[-3.79445, 5.46852, 8.27437], [-2.79705, 0.79565, -6.29040], [-1.05557, 0.85131, 5.01396], [2.14998, -3.86680, -5.37515], [-3.71048, 4.83833, 9.57207], [-0.94289, 2.11449, 4.32122], [-2.31803, 0.36350, 5.52332], [1.42520, -3.61903, -1.24809], [-0.08921, -1.64714, -0.59337], [-3.71204, 0.08953, -5.42299], [-1.76395, -0.27660, -6.95728], [2.23500, -1.50538, -5.81208], [-2.62998, 5.99753, 7.59956], [-0.36353, -0.31482, 4.10677], [1.34657, -1.80910, -2.72029], [-4.59411, 4.47774, 7.25424], [-2.05154, 1.95163, -5.84413], [0.78919, -2.27093, -1.41533], [5.17683, -2.36720, -2.32472], [0.12663, 0.84732, 6.34050], [-1.09157, -0.83384, 3.00270], [4.10289, -0.22249, -3.52473], [6.56570, -4.35503, -3.38662], [-0.68085, -0.75141, -6.16997], [2.30351, -3.94278, -2.42101], [5.99653, -2.81033, -3.67939], [-5.02269, 6.74925, 8.36642], [2.56842, -2.50818, -3.23842], [3.76008, -1.55739, -2.63769], [2.32774, -2.62028, -4.85574], [-3.66300, 2.28118, 7.72152], [-1.14362, 0.15658, 1.85300], [-3.67362, 1.22884, -7.77408], [-3.89389, 3.37552, 6.69461], [-1.15003, -1.72739, -5.10565], [1.12176, 1.02664, 5.92768], [-0.56990, -1.74017, 2.66930], [3.13269, 0.46963, -3.52797], [-3.20628, 1.40040, 7.25748], [3.23964, -4.58326, -2.12441], [4.96161, -3.32582, -1.65996], [-2.95056, 3.70335, 6.24801], [-1.62580, -0.28835, 0.97594], [-4.60681, 1.98703, 8.19171], [-2.09729, -1.13515, 3.31017], [-2.99568, 2.61961, 8.51958], [-4.51529, 2.97700, 5.88234], [6.79319, -4.37128, -2.21497], [-0.29844, -2.15668, -4.56694], [0.00936, -1.26864, -6.84879], [-5.96704, 6.31036, 8.69572], [-0.13104, 0.08339, -5.72542], [-2.99180, 1.73324, -8.46020], [-0.13550, 0.48292, 1.57808], [-4.49075, 1.90017, -7.49506], [0.08402, -0.11254, 6.85715], [5.79803, -1.63250, -1.61916], [5.32978, -2.77500, -4.64541], [-4.68234, 7.48606, 9.09956], [5.74901, -5.17863, -3.63761], [-1.73284, -2.53805, -5.55460], [6.95067, -2.12059, -3.75376], [4.95162, 0.45496, -3.02851], [4.41580, -0.50072, -4.64221], [-1.71048, 1.05177, 2.12512], [-1.79357, -1.23481, -4.37084], [-5.12868, 7.21682, 7.38652], [3.38975, -1.16628, -1.57319], [-0.13953, 1.65589, 7.02724], [1.62514, -4.75216, -2.97242], [7.56544, -4.57917, -3.95454], [-4.08004, 0.31977, -8.22272]], "forces_ev_per_a": [[-0.44, -0.28, -0.49], [0.88, -0.86, -0.47], [0.84, -0.54, -0.57], [1.09, 5.44, 3.64], [0.30, 0.47, -0.87], [-0.53, -0.82, 0.62], [0.56, 0.44, -0.65], [-0.71, 3.72, -0.32], [6.18, -4.47, -5.80], [0.54, 0.78, -0.32], [-1.92, 1.47, -0.32], [0.83, -4.81, 6.19], [-0.61, -0.64, 0.70], [-0.02, 1.04, 1.64], [-2.04, -0.04, 3.14], [0.00, 1.50, 0.91], [-0.66, -0.80, 0.03], [-0.56, 0.52, 0.52], [-0.74, 0.34, 0.21], [0.09, -0.11, -0.04], [-0.63, -0.33, -1.39], [-0.63, 0.50, -0.21], [-0.18, 0.55, 0.52], [1.30, -0.83, 0.97], [-0.79, -1.39, -1.12], [0.68, -0.76, 1.09], [-0.14, -0.06, -0.08], [-1.34, -0.08, 1.70], [1.49, 0.08, 0.73], [-1.21, -1.06, -7.16], [0.20, -0.18, 0.32], [-0.19, 0.31, -0.10], [0.01, -0.07, -0.13], [0.66, -1.24, -0.34], [-0.16, -0.05, 0.32], [-0.21, -0.04, 0.00], [0.06, 0.27, 0.36], [2.08, -1.64, -0.34], [-0.24, 0.27, -0.01], [-1.66, 1.84, -0.02], [0.34, 1.99, -1.44], [-0.09, 0.12, 0.05], [0.23, -0.04, 0.19], [0.09, 0.04, -0.11], [0.08, 0.09, 0.16], [-0.09, 0.01, -0.09], [0.00, 0.40, 0.22], [-0.38, -0.24, -2.59], [-0.12, 0.16, -0.32], [-0.27, 0.34, 0.06], [0.19, 0.01, -0.07], [-0.11, -0.05, -0.13], [-0.04, -0.11, 0.14], [-0.16, -0.18, -0.03], [0.20, -0.13, 0.10], [-0.03, 0.11, -0.14], [-1.11, -1.60, -1.71], [1.37, 0.03, 1.95], [0.09, -0.24, -0.12], [1.76, 1.80, 0.53], [0.12, 0.06, -0.02], [-2.08, -1.28, -0.22], [-1.67, -1.80, -0.86], [-0.91, 0.67, 2.57], [0.04, -0.13, 0.01], [0.09, -0.04, -0.05], [0.05, -0.13, 0.11], [0.56, -0.99, -2.30], [-0.09, -0.10, -0.22], [1.64, 2.30, 0.37], [-2.01, 0.37, 0.96], [0.12, 0.12, 0.12]]}

Entry 2:
{"formula": "C18H38BeF3N3O6S2", "method": "ωB97M-V/def2-TZVPD", "charge": -1, "orbital_gap_ev": [5.8, 8.2], "s2": 0.753, "multiplicity": 2, "species": ["S", "S", "F", "F", "F", "O", "O", "O", "O", "O", "O", "N", "N", "N", "C", "C", "C", "C", "C", "C", "C", "C", "C", "C", "C", "C", "C", "C", "C", "C", "C", "C", "Be", "H", "H", "H", "H", "H", "H", "H", "H", "H", "H", "H", "H", "H", "H", "H", "H", "H", "H", "H", "H", "H", "H", "H", "H", "H", "H", "H", "H", "H", "H", "H", "H", "H", "H", "H", "H", "H", "H"], "xyz": [[-20.35227, -6.40783, 4.92652], [-18.25985, -5.86757, 5.47607], [-17.31023, -4.70569, 5.97598], [-22.86245, -2.53473, 6.19052], [-21.72161, -5.52934, 4.84705], [-20.89856, -7.36298, 5.88064], [-20.18027, -6.83585, 3.53133], [-19.67606, -4.58548, 8.56241], [-18.66046, -1.61429, 5.40862], [-17.72988, -6.11708, 4.10211], [-18.13860, -6.81137, 6.59459], [-19.48088, -5.08391, 5.47997], [-18.13439, -0.41306, 5.80102], [-20.67745, -3.80755, 9.07213], [-18.45568, 2.04506, 6.01019], [-16.96263, 2.23735, 5.82269], [-15.87029, -0.60023, 4.58786], [-22.55667, -2.70519, 10.96552], [-22.38380, -5.42618, 8.39031], [-16.66781, -0.29047, 5.93362], [-19.34395, -1.65105, 9.16204], [-21.57243, -5.67166, 10.68085], [-21.38427, -1.82995, 10.48533], [-21.86398, -4.65439, 9.53567], [-20.49595, 0.62273, 5.91710], [-19.36347, -2.93247, 11.21587], [-19.04142, 0.72587, 5.35499], [-22.97432, -3.68898, 9.87983], [-16.24881, 1.11349, 6.46921], [-19.04283, 0.91245, 3.76716], [-20.18710, -2.66573, 9.88817], [-16.10477, -1.28655, 6.92033], [-20.59881, -3.23344, 6.35156], [-19.39425, -4.99368, 9.38433], [-20.95831, 1.60822, 5.86106], [-23.27717, -5.95590, 8.72105], [-16.13192, 0.05744, 3.75894], [-21.70575, -6.16721, 7.96698], [-23.76154, -4.31756, 10.29606], [-21.25932, -5.30025, 11.65661], [-20.46159, 0.38168, 6.97956], [-19.61351, 1.80880, 3.52428], [-16.46073, -1.28328, 7.95057], [-16.32250, -2.30071, 6.58537], [-21.04978, -1.37564, 11.41798], [-18.33225, -1.73732, 4.51490], [-21.82955, -1.13068, 9.77763], [-19.16446, -0.80230, 9.82197], [-22.50367, -6.18287, 10.92486], [-22.29068, -3.26934, 11.85943], [-23.39983, -3.26714, 8.96928], [-18.11659, 1.13103, 3.23573], [-22.64527, -4.88343, 7.48194], [-15.01982, -1.19018, 6.96136], [-20.85214, -6.43089, 10.37615], [-18.60515, 2.05066, 7.08987], [-18.42910, -1.99261, 8.67780], [-19.42107, 0.04210, 3.23094], [-16.30785, 1.09392, 7.55743], [-19.09550, -2.07412, 11.83194], [-16.75681, 2.34687, 4.75791], [-23.40914, -2.07241, 11.21248], [-21.15228, -0.08778, 5.41460], [-14.83957, -0.26551, 4.70478], [-15.18607, 1.13752, 6.22821], [-15.92625, -1.66470, 4.36010], [-16.60760, 3.17201, 6.25682], [-18.41550, -3.40986, 10.96780], [-19.82948, -3.62812, 11.91372], [-18.99863, 2.87793, 5.56339], [-19.88887, -1.26543, 8.30038]], "forces_ev_per_a": [[-7.51, -0.89, -2.24], [11.34, -2.79, 0.15], [0.63, 0.62, 0.19], [2.20, -0.63, 0.26], [0.59, 0.52, -0.48], [2.26, 0.65, -0.59], [0.16, 0.90, 2.80], [1.04, -0.55, 0.60], [0.45, -0.86, -0.23], [-0.56, -0.20, 3.52], [0.08, 0.57, -2.26], [-7.27, 1.02, -0.88], [-1.11, 2.92, 1.52], [-2.29, 1.85, 0.25], [-0.04, -0.45, -0.50], [-0.54, 0.70, -0.37], [-0.37, 1.08, 0.64], [-0.02, -0.03, -0.94], [0.02, -1.59, -1.87], [0.33, 0.12, -0.87], [-0.16, 0.19, -1.72], [-0.01, 0.23, 0.12], [-1.10, -1.39, 0.10], [1.15, 1.20, 0.28], [0.78, -0.27, -0.29], [0.50, -1.98, -0.40], [1.75, 0.68, -0.19], [-0.33, -0.20, 1.18], [0.57, -1.62, -0.73], [-0.14, 0.12, 0.67], [-0.57, 1.13, 2.64], [-0.03, -1.36, 0.23], [-1.96, 0.29, -0.06], [1.13, -1.00, -0.19], [0.01, 0.08, -0.24], [-0.08, -0.08, -0.07], [-0.80, -0.35, -0.20], [0.26, -0.28, 0.50], [-0.29, -0.07, 0.02], [0.26, 0.53, -0.19], [0.10, -0.17, -0.05], [-0.63, -0.23, 0.03], [-0.32, 0.66, -0.06], [0.08, -0.14, -0.14], [0.29, 0.74, -0.54], [-0.13, -0.59, -0.67], [0.45, 0.21, -0.11], [0.23, -0.09, 0.01], [-0.09, -0.18, -0.34], [0.06, 0.01, 0.13], [0.37, 0.45, -0.02], [0.66, -0.15, 0.75], [-0.22, 0.81, 0.32], [0.08, 0.06, -0.08], [0.01, -0.04, -0.14], [-0.52, -0.19, 0.06], [0.22, -0.35, 0.57], [-0.50, 0.01, 0.24], [-0.40, 0.28, 0.05], [-0.26, 0.40, -0.58], [0.29, -0.34, -0.16], [0.03, 0.13, 0.17], [0.18, -0.14, -0.01], [0.29, -0.65, 0.45], [0.17, 0.23, 0.20], [0.07, 0.15, -0.29], [-0.25, 0.23, 0.15], [0.27, -0.08, -0.10], [-0.39, -0.07, -0.08], [-0.14, 0.08, 0.14], [-0.34, 0.15, -0.04]]}

Entry 3:
{"formula": "C18H38Cl4F7KLiN2NaO7P3", "method": "ωB97M-V/def2-TZVPD", "charge": 1, "orbital_gap_ev": 3.5, "species": ["K", "Cl", "Cl", "Cl", "Cl", "P", "P", "P", "Na", "F", "F", "F", "F", "F", "F", "F", "O", "O", "O", "O", "O", "O", "O", "N", "N", "C", "C", "C", "C", "C", "C", "C", "C", "C", "C", "C", "C", "C", "C", "C", "C", "C", "C", "Li", "H", "H", "H", "H", "H", "H", "H", "H", "H", "H", "H", "H", "H", "H", "H", "H", "H", "H", "H", "H", "H", "H", "H", "H", "H", "H", "H", "H", "H", "H", "H", "H", "H", "H", "H", "H", "H", "H"], "xyz": [[-2.17587, -2.12526, 5.14332], [4.72352, 0.11673, -2.03907], [-4.81803, -4.60234, -1.75123], [-7.72203, -4.33430, -1.55749], [1.48949, 6.32240, -6.89609], [-4.17920, 7.17678, -9.38054], [5.23258, 2.57607, -4.58437], [0.36120, 7.55780, -8.15404], [1.88648, 3.73549, -4.89589], [-5.82017, 7.18560, -9.38359], [-4.32055, 8.05333, -7.96479], [-2.99367, 6.51061, -8.40801], [-4.31732, 8.63660, -10.12308], [-3.02393, 7.05169, -10.55149], [-4.49921, 5.60668, -9.74912], [1.06588, 8.96142, -8.00091], [6.32294, 3.20785, -5.72098], [3.71051, 3.54187, 2.39846], [4.22178, 3.88573, -4.82213], [4.31876, 2.16320, -3.12890], [1.92097, 2.53231, 3.32843], [2.51550, 2.03260, 1.22540], [4.73728, 1.40610, -5.39069], [-2.70507, -1.62906, 2.15002], [-1.01516, -5.33665, 7.57745], [-3.02364, -3.21565, 0.63416], [0.99832, -5.16964, 6.00252], [-1.97628, -6.10308, 6.79775], [4.75389, 2.87921, -1.93915], [-3.41222, -1.96006, 1.02407], [-2.65162, -3.58885, 8.25307], [-6.27527, -5.05756, -0.85491], [3.72798, 4.10843, -6.12800], [-2.04714, -3.66844, 1.56109], [0.61362, 0.72943, 0.46264], [2.81194, 2.78033, 2.32315], [-1.87343, -2.67374, 2.48341], [0.85503, 1.77182, 2.76536], [7.39985, 2.34416, -6.08379], [-2.20976, -5.69471, 5.33641], [0.38753, -5.64668, 7.32482], [-1.27067, -3.92444, 7.69888], [1.53066, 1.06792, 1.61432], [-1.72649, 7.69694, -5.82093], [-1.40919, -6.03419, 4.68249], [0.53226, -6.72496, 7.41132], [-1.22984, -2.61422, 3.34251], [0.45272, 1.07395, 3.50108], [-2.81982, -4.08443, 9.20699], [0.97376, -5.21737, 8.14212], [-0.26020, 0.16801, 0.80083], [-2.31589, -4.61401, 5.22055], [-4.12574, -1.27512, 0.59855], [1.14469, 0.12876, -0.27612], [0.28177, 1.63655, -0.04475], [2.69831, 4.46381, -6.03015], [-0.53769, -3.49749, 8.38598], [2.05293, 0.16965, 1.95687], [-1.53285, -4.61502, 1.54990], [0.77296, -4.11998, 5.79415], [-0.87516, 7.71436, -7.38537], [8.19441, 2.95478, -6.51152], [-3.45416, -3.87506, 7.56648], [-2.78367, -0.75813, 2.64912], [2.08381, -5.26206, 6.04712], [-1.14017, -3.40025, 6.73611], [-2.73574, -2.51054, 8.41750], [-6.17442, -4.71420, 0.16916], [-3.13132, -6.14959, 4.97062], [-6.37442, -6.13647, -0.87891], [4.12153, 2.58668, -1.10817], [7.06390, 1.62421, -6.82942], [-2.93754, -6.06985, 7.31681], [7.79153, 1.81557, -5.21396], [-1.69272, -7.15584, 6.82596], [-3.40301, -3.75198, -0.22810], [0.06519, 2.45921, 2.44723], [3.73219, 3.19896, -6.73833], [4.31001, 4.87894, -6.63081], [4.66795, 3.96011, -2.09450], [5.78468, 2.62390, -1.70365], [0.66655, -5.77299, 5.15858]], "forces_ev_per_a": [[-0.75, 0.45, 1.06], [-0.12, -1.61, 0.78], [-0.25, -0.25, -0.40], [0.00, -0.02, 0.06], [-0.55, 0.69, 0.28], [-1.19, 0.09, -1.51], [-3.81, -2.21, -3.18], [-0.06, -0.49, -1.91], [-1.21, -1.82, 2.57], [0.15, 0.37, 0.24], [-0.09, 0.30, 0.37], [1.27, -0.41, 0.82], [-0.04, 0.16, 0.48], [0.27, -0.26, 0.18], [0.39, -0.11, 0.26], [-0.36, -0.24, 0.78], [0.30, 0.42, 2.43], [0.12, 0.20, 0.06], [-0.78, 0.63, -0.07], [2.58, 2.41, -0.32], [-0.09, -0.04, -0.10], [-0.10, 0.11, 0.46], [0.54, 0.53, 0.69], [-0.11, 0.17, 0.32], [0.17, -0.10, -0.17], [0.01, 0.04, -0.03], [-0.02, -0.14, -0.05], [-0.38, 0.09, 0.12], [-0.11, 0.37, -0.05], [0.04, -0.11, -0.05], [-0.05, 0.12, -0.31], [-0.11, -0.04, 0.09], [1.18, 0.29, -0.67], [-0.03, 0.02, 0.06], [0.29, -0.01, -0.37], [0.12, -0.11, -0.23], [0.08, -0.12, -0.18], [0.02, -0.01, 0.24], [0.29, -0.17, -0.21], [0.04, -0.33, 0.00], [0.32, 0.06, 0.13], [-0.31, -0.24, 0.43], [-0.39, -0.23, -0.47], [-0.74, 0.00, -0.34], [0.04, 0.16, -0.03], [-0.15, -0.02, -0.02], [0.61, -0.24, -1.02], [0.12, 0.10, 0.11], [-0.02, -0.05, -0.03], [-0.11, 0.06, 0.04], [0.03, -0.02, 0.07], [-0.04, -0.06, -0.01], [0.01, -0.01, -0.02], [0.00, -0.03, 0.03], [-0.08, 0.06, 0.15], [1.61, 1.05, -1.84], [0.18, -0.06, -0.15], [0.04, 0.06, 0.04], [0.01, 0.01, -0.02], [0.03, 0.01, 0.01], [0.68, 0.28, 0.25], [-0.08, 0.08, 0.08], [-0.03, -0.10, 0.08], [0.00, 0.06, -0.36], [-0.01, 0.04, 0.01], [0.34, 0.00, 0.07], [0.03, -0.01, 0.08], [0.03, 0.08, -0.04], [-0.02, 0.06, 0.01], [0.02, 0.01, -0.11], [-0.02, -0.15, -0.08], [-0.08, -0.05, 0.13], [0.03, 0.08, 0.02], [0.04, -0.06, -0.10], [0.18, 0.06, 0.02], [0.26, 0.26, 0.45], [-0.01, -0.07, -0.12], [0.06, -0.06, 0.11], [-0.14, 0.03, -0.12], [-0.02, 0.01, -0.03], [-0.06, -0.07, 0.08], [-0.03, 0.06, -0.03]]}

Number 1: electronic energy -2955.78231 Eh, M 573.7 g mol⁻¹. Number 2: electronic energy -2434.84293 Eh, M 522.7 g mol⁻¹. Number 3: electronic energy -5678.26675 Eh, M 831.3 g mol⁻¹.